The following is a quantum chemistry calculation of a single C5H7N molecule in a non-equilibrium geometry, from the OMol25 dataset.

Results
Gap between HOMO and LUMO (eV): 11.9917
SMILES string: N#CCC1CC1
Energy above the lowest of the compared OMol25 structures with the same formula, charge and spin (kJ/mol): 99.6
LUMO energy (eV): 0.941
HOMO energy (eV): -11.05
Maximum force (eV Å⁻¹): 1.11

The geometry in XYZ format:
```
13
C5H7N, DFT ωB97M-V/def2-TZVPD
N 0.79722 -3.17121 -0.43675
C 0.25007 -2.16563 -0.60138
C -0.42465 -0.87494 -0.80196
C 0.38785 0.28788 -0.26287
C 0.32918 0.62413 1.19826
C -0.32140 1.53119 0.19203
H -1.40101 -0.91849 -0.30525
H -0.62095 -0.75090 -1.87323
H 1.34752 0.42400 -0.75495
H 1.24027 0.95680 1.68538
H -0.31448 0.01953 1.83145
H -1.40713 1.54502 0.14567
H 0.13906 2.49208 -0.01641
```

The computed Löwdin charges, all in e, follow: N 0.136; C -0.220; C -0.159; C -0.314; C -0.117; C -0.122; H 0.125; H 0.123; H 0.140; H 0.101; H 0.106; H 0.102; H 0.099

The following is a quantum chemistry calculation of a single C5H7N molecule, from the OMol25 dataset.

Results
Gap between HOMO and LUMO (eV): 10.3840
SMILES string: C[C@H]1C=CC=N1
Energy above the lowest of the compared OMol25 structures with the same formula, charge and spin (kJ/mol): 82.3
LUMO energy (eV): 0.812
HOMO energy (eV): -9.57
Maximum force (eV Å⁻¹): 0.30

The geometry in XYZ format:
```
13
C5H7N, DFT ωB97M-V/def2-TZVPD
C 1.83798 -0.17143 -0.21884
C 0.41190 -0.18565 0.32118
C -0.44530 1.03791 0.16123
C -1.69182 0.61681 -0.09989
C -1.60786 -0.84474 -0.21979
N -0.42318 -1.31756 -0.06680
H 2.31210 -1.13679 -0.02085
H 1.88758 0.02378 -1.29340
H 2.41588 0.60551 0.29536
H 0.47857 -0.35178 1.40723
H -0.10181 2.05785 0.30138
H -2.59678 1.20780 -0.18646
H -2.45682 -1.50469 -0.39169
```

The computed Löwdin charges, all in e, follow: C -0.056; C -0.427; C -0.043; C -0.067; C -0.167; N 0.069; H 0.075; H 0.077; H 0.076; H 0.157; H 0.109; H 0.095; H 0.104